Entry 1:
{
  "formula": "C16H32AuCl2OP3",
  "method": "ωB97M-V with the def2-TZVPD basis set",
  "species": ["C", "C", "H", "H", "H", "O", "Cl", "Au", "P", "C", "C", "H", "H", "H", "H", "H", "H", "C", "H", "H", "H", "P", "C", "C", "H", "H", "H", "C", "H", "H", "H", "H", "H", "H", "Cl", "C", "P", "C", "C", "C", "C", "C", "C", "C", "H", "H", "H", "H", "H", "H", "H", "H", "H", "H", "H"],
  "positions_angstrom": [[-0.374, -2.969, -6.415], [0.064, -2.409, -5.093], [-1.034, -3.821, -6.247], [0.507, -3.270, -6.990], [-0.887, -2.189, -6.986], [-0.223, -2.780, -4.002], [1.179, -0.973, -5.320], [-0.313, 0.034, -0.521], [1.665, -1.114, -0.146], [1.721, -2.275, 1.271], [2.195, -2.146, -1.563], [3.173, -2.603, -1.376], [4.032, -0.605, 0.225], [2.242, -1.507, -2.449], [3.178, 0.672, -0.701], [0.949, -3.039, 1.144], [1.452, -2.929, -1.737], [3.108, -0.023, 0.139], [2.701, -2.757, 1.345], [2.949, 0.551, 1.056], [1.513, -1.729, 2.195], [-2.157, 1.304, -1.124], [-3.673, 1.141, -0.109], [-1.839, 3.108, -1.130], [-1.904, 1.113, -3.510], [-3.564, 1.655, -3.099], [-3.090, -0.058, -2.897], [-2.747, 0.978, -2.827], [-0.970, 3.296, -1.766], [-2.707, 3.661, -1.506], [-4.472, 1.787, -0.489], [-3.447, 1.413, 0.926], [-1.607, 3.436, -0.114], [-4.009, 0.101, -0.123], [0.800, 1.045, -2.373], [-0.966, -1.533, 3.311], [-0.769, -0.314, 1.926], [-2.194, 0.558, 2.637], [0.636, 0.673, 2.578], [0.823, 1.969, 2.066], [1.826, 2.805, 2.573], [2.657, 2.364, 3.603], [2.483, 1.088, 4.136], [1.479, 0.251, 3.640], [-1.908, -2.100, 3.163], [-0.987, -1.060, 4.317], [-0.162, -2.286, 3.340], [-2.147, 0.637, 3.743], [-2.106, 1.630, 2.364], [-3.138, 0.022, 2.408], [0.183, 2.339, 1.279], [1.953, 3.804, 2.174], [3.429, 3.013, 3.998], [3.121, 0.750, 4.943], [1.376, -0.712, 4.113]],
  "mulliken_spin": [0.00, 0.00, 0.00, 0.00, 0.00, 0.00, 0.02, 0.36, 0.20, 0.02, 0.02, 0.01, 0.01, -0.01, 0.00, 0.00, 0.00, 0.02, 0.00, 0.00, 0.00, 0.16, 0.02, 0.01, -0.01, 0.01, 0.00, 0.01, -0.01, 0.00, 0.01, 0.00, 0.00, 0.00, 0.86, 0.07, 0.19, 0.01, 0.02, 0.00, 0.00, 0.01, 0.00, 0.00, -0.01, 0.01, 0.00, 0.00, 0.00, 0.00, 0.01, 0.00, 0.00, 0.00, 0.00],
  "e_lumo_ha": [-0.2255, -0.4099],
  "gap_ev": [7.66, 4.05],
  "s2": 2.0099,
  "total_energy_ev": -75746.9062,
  "de_lowest_kcal_mol": 0.0,
  "total_charge": 2,
  "spin_multiplicity": 3
}

***

Entry 2:
{
  "formula": "C16H32CaO7S",
  "method": "ωB97M-V with the def2-TZVPD basis set",
  "species": ["Ca", "C", "C", "O", "C", "C", "O", "C", "C", "O", "C", "C", "O", "C", "C", "O", "C", "C", "O", "H", "H", "H", "H", "H", "H", "H", "H", "H", "H", "H", "H", "H", "H", "H", "H", "H", "H", "H", "H", "H", "H", "H", "H", "O", "S", "C", "C", "C", "C", "H", "H", "H", "H", "H", "H", "H", "H"],
  "positions_angstrom": [[-0.111, 0.416, 0.484], [-2.174, 2.429, 1.681], [-3.056, 1.698, 0.664], [-2.235, 1.042, -0.291], [-2.076, 1.692, -1.533], [-0.960, 2.744, -1.491], [0.106, 2.215, -0.721], [1.425, 2.491, -1.154], [2.027, 1.211, -1.748], [1.700, 0.107, -0.916], [2.736, -0.434, -0.117], [3.088, 0.496, 1.043], [1.892, 0.939, 1.667], [1.760, 0.621, 3.039], [1.107, -0.758, 3.205], [0.002, -0.884, 2.319], [-1.275, -0.733, 2.906], [-1.563, 0.728, 3.262], [-1.176, 1.550, 2.167], [-2.782, 2.832, 2.498], [-1.632, 3.249, 1.201], [-3.751, 2.396, 0.187], [-3.635, 0.913, 1.166], [-3.017, 2.148, -1.859], [-1.801, 0.901, -2.239], [-1.311, 3.674, -1.022], [-0.650, 2.970, -2.516], [1.981, 2.800, -0.263], [1.450, 3.298, -1.893], [3.108, 1.310, -1.873], [1.570, 1.006, -2.726], [3.628, -0.654, -0.713], [2.317, -1.367, 0.277], [3.627, 1.381, 0.678], [3.740, -0.034, 1.744], [1.129, 1.406, 3.460], [2.729, 0.644, 3.549], [0.810, -0.922, 4.247], [1.822, -1.545, 2.932], [-1.376, -1.365, 3.798], [-1.969, -1.071, 2.130], [-0.988, 1.036, 4.145], [-2.626, 0.836, 3.499], [-0.570, -1.276, -0.622], [-0.264, -1.443, -2.091], [1.053, -2.727, -2.186], [0.519, -3.856, -3.052], [-0.949, -3.993, -2.667], [-1.541, -2.594, -2.719], [1.214, -3.055, -1.159], [1.957, -2.275, -2.589], [1.067, -4.782, -2.866], [0.622, -3.604, -4.108], [-1.020, -4.378, -1.650], [-1.482, -4.669, -3.335], [-2.422, -2.468, -2.092], [-1.777, -2.286, -3.736]],
  "mulliken_charge": [2.42, -0.65, -0.59, -0.32, -0.56, -0.72, -0.49, -0.74, -0.75, 0.13, -0.61, -0.79, -0.31, -0.69, -0.59, -0.42, -0.61, -0.58, -0.50, 0.61, 0.23, 0.49, 0.32, 0.66, -0.01, 0.27, 0.63, 0.24, 0.69, 0.54, 0.32, 0.58, 0.14, 0.29, 0.57, 0.24, 0.58, 0.50, 0.36, 0.54, 0.18, 0.36, 0.53, -1.07, 0.49, -0.62, -0.77, -0.60, -0.80, 0.25, 0.42, 0.37, 0.34, 0.29, 0.39, 0.36, 0.48],
  "e_lumo_ha": -0.1606,
  "gap_ev": 11.12,
  "total_energy_ev": -60705.0388,
  "de_lowest_kcal_mol": 31.0,
  "total_charge": 2
}

***

Entry 3:
{
  "formula": "C16H32CeO3P",
  "method": "ωB97M-V with the def2-TZVPD basis set",
  "species": ["C", "H", "H", "H", "C", "H", "H", "C", "H", "H", "H", "C", "C", "C", "C", "C", "C", "C", "C", "C", "C", "Ce", "H", "H", "H", "H", "H", "H", "H", "H", "H", "H", "H", "H", "H", "H", "H", "C", "O", "P", "O", "C", "O", "C", "H", "H", "H", "H", "H", "H", "H", "H", "H"],
  "positions_angstrom": [[1.766, 2.491, -1.097], [2.590, 3.212, -1.097], [1.993, 1.764, -1.899], [1.837, 1.992, -0.100], [0.446, 3.221, -1.333], [-0.351, 2.528, -1.663], [0.084, 3.679, -0.403], [0.585, 4.331, -2.389], [-0.356, 4.882, -2.505], [1.367, 5.045, -2.106], [0.847, 3.919, -3.370], [-0.972, -2.144, -0.383], [-1.614, -1.285, -1.339], [-0.650, -0.957, -2.364], [0.600, -1.583, -2.013], [0.398, -2.313, -0.781], [1.385, -3.219, -0.133], [1.867, -1.510, -2.795], [-0.922, -0.171, -3.603], [-3.070, -0.981, -1.374], [-1.661, -2.844, 0.746], [0.116, 0.083, -0.263], [2.725, -1.830, -2.193], [1.817, -2.159, -3.682], [2.060, -0.487, -3.147], [2.408, -2.957, -0.416], [1.321, -3.178, 0.960], [1.224, -4.269, -0.426], [-2.546, -2.283, 1.071], [-1.994, -3.849, 0.437], [-1.011, -2.951, 1.625], [-3.283, -0.111, -1.999], [-3.625, -1.835, -1.789], [-3.474, -0.784, -0.373], [-0.130, 0.560, -3.812], [-0.985, -0.846, -4.468], [-1.872, 0.370, -3.528], [-2.355, 1.781, 3.927], [-1.216, 0.908, 3.893], [-0.818, -0.078, 2.621], [0.589, 0.764, 2.069], [1.483, 1.339, 3.063], [-0.096, -1.388, 3.327], [1.308, -1.743, 3.329], [-3.215, 1.355, 3.393], [-2.113, 2.766, 3.507], [-2.610, 1.898, 4.984], [2.462, 0.876, 2.925], [1.526, 2.407, 2.853], [1.149, 1.155, 4.091], [1.831, -1.491, 2.390], [1.810, -1.250, 4.172], [1.346, -2.832, 3.459]],
  "mulliken_spin": [0.00, 0.00, 0.00, 0.00, 0.00, 0.00, 0.00, 0.00, 0.00, 0.00, 0.00, 0.01, -0.01, 0.00, 0.00, -0.01, 0.00, 0.00, 0.00, 0.00, 0.00, 1.01, 0.00, 0.00, 0.00, 0.00, 0.00, 0.00, 0.00, 0.00, 0.00, 0.00, 0.00, 0.00, 0.00, 0.00, 0.00, 0.00, 0.00, 0.01, 0.00, 0.00, 0.00, 0.00, 0.00, 0.00, 0.00, 0.00, 0.00, 0.00, 0.00, 0.00, 0.00],
  "e_lumo_ha": [-0.2639, -0.2602],
  "gap_ev": [8.13, 8.20],
  "s2": 0.7515,
  "total_energy_ev": -45457.1001,
  "de_lowest_kcal_mol": 0.0,
  "total_charge": 2,
  "spin_multiplicity": 2
}

***

Entry 4:
{
  "formula": "C16H32Cl16",
  "method": "ωB97M-V with the def2-TZVPD basis set",
  "species": ["Cl", "C", "C", "Cl", "H", "H", "H", "H", "Cl", "C", "C", "Cl", "H", "H", "H", "H", "Cl", "C", "C", "Cl", "H", "H", "H", "H", "Cl", "C", "C", "Cl", "H", "H", "H", "H", "Cl", "C", "C", "Cl", "H", "H", "H", "H", "Cl", "C", "C", "Cl", "H", "H", "H", "H", "Cl", "C", "C", "Cl", "H", "H", "H", "H", "Cl", "C", "C", "Cl", "H", "H", "H", "H"],
  "positions_angstrom": [[21.614, 14.502, 23.892], [22.044, 12.771, 23.829], [20.757, 11.919, 24.216], [19.605, 12.102, 22.931], [22.839, 12.673, 24.568], [22.566, 12.566, 22.894], [20.343, 12.341, 25.132], [21.016, 10.866, 24.325], [23.151, 11.148, 20.359], [22.679, 11.684, 18.686], [21.936, 13.039, 18.735], [20.314, 13.015, 19.517], [21.957, 10.932, 18.367], [23.591, 11.653, 18.090], [21.767, 13.364, 17.709], [22.364, 13.882, 19.278], [20.091, 8.761, 16.916], [19.413, 10.341, 16.539], [19.836, 10.910, 15.204], [19.198, 12.488, 15.063], [19.602, 11.005, 17.382], [18.323, 10.348, 16.512], [19.500, 10.354, 14.329], [20.922, 10.823, 15.242], [25.169, 16.183, 14.837], [26.512, 15.090, 15.266], [25.970, 13.799, 15.811], [25.190, 13.829, 17.411], [27.074, 15.658, 16.007], [27.088, 14.949, 14.351], [26.819, 13.119, 15.888], [25.256, 13.325, 15.138], [26.217, 9.006, 18.620], [26.738, 9.307, 17.007], [25.864, 10.435, 16.373], [24.157, 9.937, 15.996], [26.652, 8.356, 16.483], [27.782, 9.616, 17.058], [26.343, 10.650, 15.418], [26.018, 11.341, 16.959], [26.268, 17.119, 19.406], [24.485, 16.910, 19.224], [23.680, 17.841, 20.173], [21.909, 17.450, 20.060], [24.290, 15.846, 19.360], [24.221, 17.192, 18.205], [23.856, 18.904, 20.003], [24.069, 17.625, 21.168], [24.301, 8.321, 24.394], [25.209, 9.591, 23.642], [25.557, 9.288, 22.167], [26.411, 10.688, 21.474], [26.147, 9.757, 24.172], [24.561, 10.467, 23.642], [24.723, 9.190, 21.472], [26.190, 8.414, 22.014], [16.535, 10.715, 18.320], [17.033, 12.234, 19.015], [15.841, 13.195, 19.021], [15.735, 14.342, 17.634], [17.880, 12.614, 18.443], [17.272, 11.978, 20.047], [15.820, 13.919, 19.835], [14.881, 12.681, 18.971]],
  "mulliken_spin": [0.00, 0.00, 0.00, 0.00, 0.00, 0.00, 0.00, 0.00, 0.04, 0.04, 0.03, 0.00, 0.00, 0.02, -0.01, 0.00, 0.00, 0.01, 0.04, 0.01, 0.00, 0.00, 0.00, -0.03, -0.10, -0.18, 0.35, 0.24, 0.17, -0.41, 0.14, 0.38, -0.03, 0.44, 0.20, 0.08, 0.08, -0.49, -0.26, 0.09, -0.02, 0.11, 0.01, 0.00, -0.02, -0.01, 0.00, 0.00, 0.00, 0.00, 0.03, 0.06, 0.00, 0.00, 0.00, 0.00, 0.00, 0.00, 0.00, 0.00, 0.00, 0.00, 0.00, 0.00],
  "e_lumo_ha": [0.0746, 0.0744],
  "gap_ev": [1.79, 10.02],
  "s2": 0.7503,
  "total_energy_ev": -217470.2464,
  "de_lowest_kcal_mol": 12.7,
  "total_charge": -1,
  "spin_multiplicity": 2
}

***

Entry 5:
{
  "formula": "C16H32ClN4O6S2",
  "method": "ωB97M-V with the def2-TZVPD basis set",
  "species": ["C", "C", "C", "Cl", "S", "O", "O", "N", "S", "O", "O", "C", "C", "C", "N", "C", "C", "H", "H", "H", "H", "H", "H", "H", "H", "H", "H", "C", "C", "C", "O", "C", "N", "H", "H", "H", "H", "H", "H", "H", "H", "H", "H", "H", "C", "C", "C", "O", "C", "N", "H", "H", "H", "H", "H", "H", "H", "H", "H", "H", "H"],
  "positions_angstrom": [[-1.070, 7.775, -2.597], [-0.386, 6.633, -1.735], [-1.430, 5.997, -0.731], [-1.896, 7.269, 0.463], [-0.593, 4.535, 0.036], [-1.508, 3.805, 0.920], [0.559, 5.067, 0.780], [-0.223, 3.537, -1.255], [1.334, 2.962, -1.174], [1.393, 1.819, -2.112], [1.671, 2.444, 0.152], [2.496, 4.215, -1.787], [2.732, 4.489, -3.204], [3.675, 5.455, -3.720], [4.449, 6.193, -2.879], [4.229, 5.978, -1.564], [3.326, 5.057, -0.902], [-0.687, 7.722, -3.649], [-0.855, 8.764, -2.127], [-2.182, 7.614, -2.550], [0.463, 7.033, -1.114], [0.042, 5.842, -2.409], [-2.313, 5.639, -1.312], [2.144, 3.892, -3.946], [3.805, 5.604, -4.818], [4.864, 6.591, -0.871], [3.245, 4.970, 0.207], [-2.008, -2.326, -0.915], [-0.953, -1.278, -1.263], [0.403, -1.879, -1.679], [1.181, -2.387, -0.602], [0.788, -3.666, -0.147], [-0.812, -0.353, -0.138], [-1.863, -2.753, 0.079], [-3.004, -1.877, -0.922], [-2.007, -3.145, -1.642], [-1.332, -0.713, -2.121], [1.003, -1.078, -2.119], [0.282, -2.643, -2.460], [0.435, -4.304, -0.963], [0.023, -3.576, 0.626], [1.660, -4.140, 0.312], [-0.193, 0.406, -0.418], [-0.286, -0.837, 0.589], [-1.878, -6.832, 4.840], [-0.497, -6.853, 4.191], [-0.292, -5.753, 3.132], [-0.938, -5.998, 1.892], [-2.324, -5.701, 1.882], [-0.252, -8.189, 3.636], [-2.648, -7.266, 4.202], [-1.870, -7.414, 5.764], [-2.179, -5.812, 5.092], [0.235, -6.676, 4.986], [0.777, -5.708, 2.899], [-0.566, -4.764, 3.521], [-2.563, -4.834, 2.504], [-2.902, -6.571, 2.200], [-2.609, -5.479, 0.852], [0.709, -8.235, 3.305], [-0.804, -8.269, 2.783]],
  "mulliken_charge": [-1.05, -0.24, -0.32, -0.18, 1.08, -0.69, -0.62, -0.42, 1.25, -0.68, -0.67, 0.03, -0.10, -0.37, -0.60, -0.25, -0.20, 0.33, 0.27, 0.29, 0.37, 0.10, 0.43, 0.31, 0.32, 0.29, 0.35, -1.44, 0.39, -0.66, -0.42, -0.49, -0.67, 0.17, 0.45, 0.34, 0.41, 0.32, 0.40, 0.30, 0.07, 0.31, 0.19, 0.31, -1.42, 0.32, -0.68, -0.40, -0.74, -0.76, 0.28, 0.35, 0.35, 0.42, 0.34, 0.44, 0.33, 0.27, 0.28, 0.28, 0.34],
  "e_lumo_ha": 0.0872,
  "gap_ev": 8.52,
  "total_energy_ev": -69547.9653,
  "total_charge": -1
}

***

Entry 6:
{
  "formula": "C16H32F3N3O5S",
  "method": "ωB97M-V with the def2-TZVPD basis set",
  "species": ["C", "O", "C", "C", "C", "C", "O", "C", "C", "C", "C", "C", "N", "C", "C", "N", "N", "C", "C", "C", "H", "H", "H", "H", "H", "H", "H", "H", "H", "H", "H", "H", "H", "H", "H", "H", "H", "H", "H", "H", "H", "H", "H", "H", "H", "H", "H", "H", "H", "H", "H", "H", "C", "F", "F", "F", "S", "O", "O", "O"],
  "positions_angstrom": [[3.725, 0.207, 1.320], [2.982, -0.984, 1.182], [2.624, -1.271, -0.167], [1.134, -1.098, -0.385], [0.303, -2.206, 0.302], [-0.771, -1.755, 1.287], [-1.394, -2.925, 1.749], [-0.184, -0.980, 2.492], [-0.332, 0.540, 2.422], [0.313, 1.235, 3.621], [0.287, 2.766, 3.517], [1.124, 3.330, 2.370], [0.407, 3.310, 1.089], [-1.810, 0.958, 2.265], [-2.628, -0.165, 1.640], [-1.781, -0.845, 0.607], [-2.453, -1.581, -0.436], [-2.541, -0.916, -1.561], [-3.132, 0.464, -1.678], [-1.942, -1.529, -2.767], [4.649, 0.165, 0.737], [3.973, 0.312, 2.376], [3.136, 1.083, 1.021], [3.198, -0.658, -0.866], [2.895, -2.311, -0.368], [0.984, -1.178, -1.468], [0.827, -0.084, -0.112], [-0.146, -2.858, -0.445], [0.968, -2.819, 0.912], [-2.347, -2.899, 1.619], [-0.704, -1.349, 3.381], [0.865, -1.255, 2.595], [0.182, 0.928, 1.540], [1.351, 0.907, 3.721], [-0.240, 0.939, 4.519], [0.715, 3.147, 4.449], [-0.737, 3.146, 3.478], [2.054, 2.766, 2.278], [1.410, 4.357, 2.627], [-0.261, 4.065, 1.033], [1.031, 3.347, 0.296], [-1.842, 1.819, 1.592], [-2.265, 1.252, 3.212], [-3.563, 0.182, 1.213], [-2.882, -0.905, 2.400], [-1.220, -0.114, 0.160], [-2.348, 1.224, -1.544], [-3.858, 0.625, -0.884], [-3.577, 0.600, -2.659], [-0.861, -1.433, -2.615], [-2.166, -0.927, -3.646], [-2.223, -2.560, -2.976], [1.331, -0.961, -6.625], [0.477, -1.869, -7.112], [2.563, -1.472, -6.716], [1.275, 0.116, -7.413], [0.920, -0.527, -4.887], [1.009, -1.795, -4.177], [-0.432, -0.005, -4.988], [1.928, 0.443, -4.531]],
  "mulliken_charge": [-0.73, -0.33, -1.36, 0.87, -1.97, 1.19, -0.60, -1.78, 1.98, -1.04, -0.69, -0.56, -0.44, -0.82, -0.95, 0.83, -1.05, 0.80, -1.32, -0.57, 0.41, 0.27, 0.23, 0.56, 0.42, -0.67, 0.09, 0.34, 0.77, 0.57, 0.32, 0.69, -0.56, 0.35, 0.36, 0.44, 0.33, 0.13, 0.41, 0.22, 0.20, 0.30, 0.39, 0.46, 0.35, 0.49, 0.31, 0.36, 0.45, -0.31, 0.45, 0.35, 0.52, -0.23, -0.23, -0.23, 1.34, -0.70, -0.70, -0.71],
  "e_lumo_ha": -0.0336,
  "gap_ev": 7.53,
  "total_energy_ev": -50803.4733,
  "total_charge": 0
}